Entry from the Open Molecules 2025 dataset: one molecule with the formula C4H4O2 (ωB97M-V with the def2-TZVPD basis set).

Results
SMILES ... Oc1ccco1
Highest occupied orbital energy ... -8.224 eV
ΔE to the lowest compared entry with this formula, charge and spin ... 0.270 eV
Frontier orbital gap ... 9.02 eV
LUMO energy ... 0.797 eV
DFT total energy ... -8306.8070 eV

Geometry as XYZ:
```
10
Properties=species:S:1:pos:R:3:lowdin_charge:R:1
O -2.247 -0.013 -0.001 0.12
C -0.906 0.054 -0.003 -0.40
C -0.029 1.088 0.002 -0.01
C 1.258 0.454 -0.018 -0.08
C 1.072 -0.888 -0.014 -0.11
O -0.292 -1.150 0.003 0.05
H -2.534 -0.917 -0.048 0.11
H -0.229 2.137 0.017 0.11
H 2.185 0.998 0.012 0.10
H 1.722 -1.763 0.050 0.12
```